Entry 1:
{"formula": "C16H23FN2O3S", "method": "wB97M-V/def2-TZVPD", "symbols": ["C", "C", "C", "C", "H", "H", "C", "N", "C", "O", "C", "C", "C", "C", "C", "C", "H", "S", "O", "O", "N", "C", "H", "H", "C", "H", "H", "C", "H", "H", "C", "H", "H", "H", "H", "F", "H", "H", "H", "H", "H", "H", "H", "H", "H", "H"], "xyz": [[-4.6790, -3.1990, 0.8930], [-4.5335, -1.9775, -0.0068], [-4.4203, -0.6913, 0.8102], [-4.4113, 0.5808, -0.0410], [-5.3324, 0.6271, -0.6247], [-4.3905, 1.4494, 0.6205], [-3.2338, 0.6809, -1.0123], [-1.9611, 0.7135, -0.3290], [-1.1121, 1.7572, -0.4166], [-1.2970, 2.7335, -1.1089], [0.1380, 1.5690, 0.4021], [0.6323, 2.5868, 1.2153], [1.8047, 2.4453, 1.9428], [2.5218, 1.2660, 1.8427], [2.0513, 0.2546, 1.0260], [0.8728, 0.3911, 0.3215], [0.5348, -0.4328, -0.2881], [2.9675, -1.2909, 0.8782], [3.7892, -1.4228, 2.0422], [2.0171, -2.3169, 0.5665], [3.9883, -1.1594, -0.4269], [3.3661, -1.0310, -1.7264], [2.3752, -1.4781, -1.6874], [3.9722, -1.5883, -2.4468], [3.3705, 0.4730, -2.0600], [3.6180, 0.6337, -3.1074], [2.3935, 0.9174, -1.8736], [4.4324, 1.0781, -1.1234], [5.2203, 1.5845, -1.6773], [3.9792, 1.7997, -0.4443], [4.9949, -0.1244, -0.3440], [5.2041, 0.0810, 0.7037], [5.9066, -0.5002, -0.8177], [3.4289, 1.1091, 2.4040], [2.1341, 3.2550, 2.5746], [-0.0576, 3.7256, 1.3451], [-1.7481, -0.0525, 0.2898], [-3.2472, -0.1592, -1.7137], [-3.3001, 1.6110, -1.5814], [-3.5224, -0.7342, 1.4318], [-5.2740, -0.6353, 1.4898], [-3.6476, -2.1054, -0.6315], [-5.4007, -1.9076, -0.6674], [-3.8170, -3.2951, 1.5498], [-5.5712, -3.1164, 1.5099], [-4.7569, -4.1051, 0.2971]], "lowdin_charge": [-0.115, -0.276, -0.231, -0.185, 0.113, 0.115, -0.177, 0.079, -0.445, 0.092, -0.046, -0.202, 0.026, -0.049, -0.256, -0.015, 0.124, 0.665, -0.277, -0.281, -0.235, -0.185, 0.108, 0.126, -0.145, 0.107, 0.095, -0.147, 0.107, 0.094, -0.185, 0.110, 0.127, 0.120, 0.126, 0.104, 0.134, 0.117, 0.121, 0.105, 0.113, 0.099, 0.112, 0.073, 0.071, 0.068], "e_tot_ha": -1456.77794, "total_charge": 0, "e_above_lowest_ev": 0.312, "e_lumo_ha": 0.01628, "max_force_ev_per_a": 1.2, "smiles": "CCCCCNC(=O)c1cc(S(=O)(=O)N2CCCC2)ccc1F", "homo_lumo_gap_ev": 10.106}



Entry 2:
{"formula": "C7H15BCuN3SbSe4", "method": "wB97M-V/def2-TZVPD", "symbols": ["Cu", "Se", "Sb", "Se", "Se", "Se", "C", "C", "N", "C", "C", "N", "C", "C", "H", "H", "H", "H", "H", "H", "H", "H", "H", "H", "H", "H", "B", "C", "N", "H", "H", "H"], "xyz": [[-2.1289, 0.4999, -0.4731], [-5.7169, -0.0213, 3.5227], [-3.4412, -0.1455, 2.6777], [-3.7142, -1.0544, 0.1868], [-2.8221, 2.4345, 2.2580], [-1.7629, 2.6077, 4.2345], [0.7559, 0.1554, 0.8397], [2.1111, -0.5886, 0.9866], [2.1068, -1.8214, 0.1934], [1.8657, -1.4770, -1.2095], [0.5001, -0.7545, -1.3562], [-0.1272, -0.6130, -0.0401], [-0.3421, -1.9410, 0.5428], [1.0145, -2.6817, 0.6571], [0.8893, 1.1477, 0.4051], [0.2574, 0.2691, 1.8045], [2.3102, -0.8614, 2.0264], [2.9448, 0.0269, 0.6378], [1.8972, -2.4026, -1.7917], [2.6913, -0.8418, -1.5414], [-0.1875, -1.3176, -1.9917], [0.6209, 0.2402, -1.7883], [-1.0509, -2.4769, -0.0855], [-0.8117, -1.8082, 1.5176], [1.0252, -3.5903, 0.0482], [1.2291, -2.9706, 1.6898], [0.3012, 3.6470, -2.6009], [-0.6688, 2.7409, -1.7749], [-1.3586, 2.0392, -1.1693], [1.0137, 2.8979, -3.2457], [0.9578, 4.3084, -1.8254], [-0.3592, 4.3529, -3.3350]], "mulliken_spin": [0.010, 0.018, -0.016, 0.001, 0.387, 0.598, 0.004, -0.004, 0.000, 0.000, 0.001, -0.002, 0.004, 0.000, 0.002, -0.003, 0.001, 0.000, 0.000, 0.000, 0.000, 0.000, 0.000, -0.002, 0.000, 0.000, -0.001, -0.002, 0.003, 0.000, 0.000, 0.000], "e_tot_ha": -11951.43441, "total_charge": -2, "e_lumo_ha": [0.16808, 0.14483], "max_force_ev_per_a": 1.0, "multiplicity": 2, "homo_lumo_gap_ev": [5.714, 5.063]}



Entry 3:
{"formula": "C3H11BCuNOP", "method": "wB97M-V/def2-TZVPD", "symbols": ["C", "C", "C", "N", "B", "P", "O", "H", "H", "H", "H", "H", "H", "H", "H", "H", "H", "H", "Cu"], "xyz": [[1.3458, -1.3037, 0.6489], [1.5257, -0.4529, -0.6906], [1.3317, 1.1149, -0.5165], [0.0091, 1.5320, 0.0325], [-1.1439, 1.1208, -0.8026], [-2.2306, -0.3725, -0.1886], [-2.7248, -0.0591, 1.2618], [2.3395, -1.3459, 1.2072], [1.0694, -2.3661, 0.3258], [0.5041, -0.9523, 1.3221], [2.6023, -0.6116, -1.0438], [0.8694, -0.9238, -1.4883], [2.1241, 1.5127, 0.2060], [1.5732, 1.5992, -1.5230], [-0.1046, 1.2925, 1.0239], [-1.4105, 1.6409, -1.8382], [-3.3520, -0.6340, -1.0340], [-1.3567, -1.5122, -0.1563], [-2.9712, 0.7212, 3.2538]], "lowdin_charge": [-0.130, -0.245, -0.224, -0.017, -0.279, 0.823, -0.571, 0.089, 0.082, 0.050, 0.122, 0.103, 0.135, 0.135, 0.087, 0.046, 0.024, 0.018, 0.753], "e_tot_ha": -2257.28030, "total_charge": 1, "e_lumo_ha": -0.20716, "max_force_ev_per_a": 2.7, "homo_lumo_gap_ev": 7.262}